[1]
{
  "formula": "C24H13Br2Cl2MnN5O5",
  "method": "wB97M-V/def2-TZVPD",
  "symbols": ["Mn", "Br", "C", "C", "C", "N", "C", "C", "C", "C", "C", "Br", "C", "C", "N", "H", "H", "H", "H", "H", "H", "Cl", "C", "C", "C", "Cl", "C", "C", "C", "C", "N", "C", "C", "O", "H", "H", "H", "H", "O", "C", "O", "C", "C", "N", "N", "C", "C", "O", "O", "H", "H", "H"],
  "xyz": [[0.027, -0.013, 0.004], [0.972, 0.058, 6.567], [0.650, 0.042, 4.713], [-0.653, 0.048, 4.237], [-0.836, 0.038, 2.872], [0.172, 0.024, 1.990], [1.425, 0.014, 2.464], [1.702, 0.024, 3.827], [2.468, -0.013, 1.425], [3.830, -0.015, 1.709], [4.722, -0.032, 0.663], [6.574, -0.033, 0.994], [4.252, -0.047, -0.642], [2.889, -0.046, -0.833], [1.999, -0.031, 0.169], [-1.498, 0.056, 4.907], [-1.833, 0.040, 2.456], [2.719, 0.018, 4.188], [4.185, -0.003, 2.728], [4.927, -0.058, -1.485], [2.479, -0.059, -1.833], [-0.118, 4.907, -0.464], [-0.078, 3.689, -1.696], [-0.079, 4.084, -3.047], [-0.056, 3.165, -4.052], [-0.056, 3.697, -5.713], [-0.030, 1.782, -3.760], [-0.006, 0.733, -4.718], [0.015, -0.560, -4.305], [0.018, -0.850, -2.918], [0.002, 0.093, -2.014], [-0.026, 1.407, -2.408], [-0.049, 2.358, -1.325], [-0.035, 1.923, -0.100], [-0.100, 5.139, -3.284], [-0.009, 0.978, -5.772], [0.029, -1.374, -5.015], [0.044, -1.871, -2.552], [-4.165, -3.990, -0.022], [-4.701, -2.783, -0.016], [-5.893, -2.602, -0.006], [-3.771, -1.614, -0.018], [-4.210, -0.307, -0.024], [-3.115, 0.480, -0.033], [-1.997, -0.239, -0.027], [-2.362, -1.512, -0.025], [-1.232, -2.509, -0.022], [-1.489, -3.712, -0.032], [-0.071, -1.980, 0.001], [-3.160, -3.970, -0.031], [-5.212, 0.086, -0.029], [-3.053, 1.487, -0.039]],
  "nbo_charge": [0.86, 0.11, -0.05, -0.25, 0.08, -0.40, 0.26, -0.26, 0.17, -0.24, -0.04, 0.11, -0.26, 0.09, -0.38, 0.24, 0.21, 0.23, 0.23, 0.24, 0.22, 0.01, -0.15, -0.20, -0.09, -0.01, -0.03, -0.14, -0.26, 0.06, -0.41, 0.06, 0.38, -0.72, 0.24, 0.23, 0.23, 0.22, -0.68, 0.78, -0.59, -0.25, 0.03, -0.31, -0.24, 0.04, 0.78, -0.67, -0.70, 0.52, 0.25, 0.43],
  "total_energy_ha": -8791.94413,
  "orbital_gap_ev": [6.58, 6.23],
  "e_homo_ev": [-7.6191, -7.2658],
  "mol_weight_g_mol": 737.05,
  "largest_force_ev_per_a": 0.6,
  "multiplicity": 2,
  "lumo_energy_ev": [-1.0415, -1.0360],
  "s_squared": 0.77
}


[2]
{
  "formula": "C24H37NO11",
  "method": "wB97M-V/def2-TZVPD",
  "symbols": ["N", "C", "O", "C", "C", "C", "C", "C", "C", "O", "C", "O", "C", "O", "C", "C", "C", "O", "H", "H", "H", "H", "H", "H", "H", "H", "H", "H", "H", "H", "H", "C", "C", "O", "C", "C", "O", "H", "H", "H", "H", "H", "H", "H", "H", "C", "C", "O", "C", "C", "O", "H", "H", "H", "H", "H", "H", "H", "H", "C", "C", "O", "C", "C", "O", "H", "H", "H", "H", "H", "H", "H", "H"],
  "xyz": [[7.735, -3.218, -0.489], [6.818, -2.701, -1.525], [7.284, -2.181, -2.577], [5.231, -2.802, -1.431], [4.586, -2.120, -0.126], [3.353, -1.166, -0.455], [2.164, -1.677, -1.023], [1.852, -3.195, -1.365], [0.888, -3.868, -0.245], [0.313, -5.120, -0.731], [1.319, -6.116, -0.864], [1.714, -6.424, -2.012], [0.991, -0.631, -1.367], [-0.158, -1.055, -1.657], [1.229, 0.936, -1.406], [2.425, 1.466, -0.836], [3.400, 0.416, -0.159], [4.252, 0.799, 0.696], [7.715, -4.250, -0.611], [7.383, -2.968, 0.446], [4.718, -2.420, -2.386], [4.965, -3.925, -1.380], [4.292, -2.876, 0.694], [5.399, -1.438, 0.330], [1.260, -3.236, -2.351], [2.765, -3.867, -1.452], [1.489, -4.037, 0.711], [0.013, -3.164, 0.003], [1.840, -6.640, 0.007], [0.477, 1.657, -1.890], [2.636, 2.583, -0.830], [3.783, 2.455, 3.678], [2.513, 2.340, 2.859], [1.480, 1.672, 3.601], [0.638, 2.286, 4.453], [0.953, 3.687, 4.901], [-0.310, 1.690, 4.904], [3.629, 3.058, 4.575], [4.581, 2.910, 3.087], [4.111, 1.468, 4.012], [2.167, 3.305, 2.482], [2.709, 1.721, 1.985], [1.529, 3.646, 5.827], [0.012, 4.208, 5.088], [1.487, 4.278, 4.160], [-2.188, 0.733, -4.659], [-2.723, 0.449, -3.270], [-2.734, 1.642, -2.469], [-3.736, 2.538, -2.455], [-4.780, 2.478, -3.534], [-3.747, 3.422, -1.628], [-2.822, 1.442, -5.196], [-2.127, -0.187, -5.243], [-1.192, 1.181, -4.600], [-3.707, -0.024, -3.287], [-2.053, -0.251, -2.766], [-4.484, 3.133, -4.357], [-5.726, 2.832, -3.118], [-4.968, 1.475, -3.910], [-4.282, 1.595, 1.694], [-5.455, 1.909, 0.786], [-6.018, 0.706, 0.238], [-6.951, -0.045, 0.852], [-7.227, 0.190, 2.311], [-7.499, -0.941, 0.253], [-4.589, 0.996, 2.554], [-3.822, 2.515, 2.060], [-3.529, 1.014, 1.156], [-6.219, 2.513, 1.280], [-5.100, 2.496, -0.064], [-6.598, -0.475, 2.906], [-8.276, -0.042, 2.504], [-7.078, 1.220, 2.628]],
  "mulliken_charge": [-0.58, 0.13, -0.49, -0.27, -0.62, 0.49, 0.41, -0.32, -0.43, -0.32, 0.20, -0.46, 0.07, -0.60, -0.28, -0.51, 0.13, -0.66, 0.30, 0.32, 0.37, 0.23, 0.33, 0.45, 0.35, 0.08, 0.28, 0.26, 0.35, 0.33, 0.40, -1.03, 0.44, -0.36, 0.70, -0.89, -0.58, 0.36, 0.33, 0.28, 0.34, -0.44, 0.24, 0.30, 0.33, -1.04, -0.07, -0.28, 0.82, -1.15, -0.63, 0.34, 0.38, 0.26, 0.36, 0.07, 0.30, 0.32, 0.37, -0.94, -0.14, -0.32, 0.70, -0.92, -0.59, 0.33, 0.35, 0.24, 0.33, 0.05, 0.24, 0.30, 0.33],
  "total_energy_ha": -1818.94393,
  "orbital_gap_ev": 8.12,
  "e_homo_ev": -9.9807,
  "mol_weight_g_mol": 515.56,
  "largest_force_ev_per_a": 4.7,
  "lumo_energy_ev": -1.8603
}


[3]
{
  "formula": "C12H12S2",
  "method": "wB97M-V/def2-TZVPD",
  "symbols": ["S", "C", "C", "C", "C", "C", "C", "S", "C", "C", "C", "C", "C", "C", "H", "H", "H", "H", "H", "H", "H", "H", "H", "H", "H", "H"],
  "xyz": [[-0.902, -2.129, -1.609], [-1.550, -1.091, -0.387], [-2.776, -0.527, -0.483], [-3.183, 0.485, 0.492], [-2.297, 1.276, 1.112], [-0.810, 1.259, 1.052], [-0.037, 1.165, -0.064], [-0.904, 1.457, -1.600], [1.313, 0.628, -0.092], [1.894, -0.008, 1.024], [3.047, -0.834, 0.960], [3.771, -0.918, -0.243], [3.208, -0.330, -1.399], [2.064, 0.517, -1.193], [-1.248, -1.199, -2.566], [-0.825, -0.990, 0.454], [-3.466, -0.800, -1.252], [-4.279, 0.645, 0.713], [-2.650, 1.968, 1.803], [-0.297, 1.300, 2.075], [-1.879, 2.350, -1.255], [1.347, -0.039, 1.964], [3.360, -1.289, 1.840], [4.520, -1.741, -0.280], [3.643, -0.134, -2.367], [1.682, 1.068, -2.083]],
  "nbo_charge": [0.03, -0.31, -0.29, -0.19, -0.25, -0.22, -0.13, 0.00, -0.13, -0.17, -0.21, -0.20, -0.21, -0.17, 0.14, 0.23, 0.22, 0.22, 0.21, 0.22, 0.16, 0.20, 0.21, 0.22, 0.22, 0.21],
  "total_energy_ha": -1260.70780,
  "orbital_gap_ev": 7.38,
  "e_homo_ev": -7.7081,
  "mol_weight_g_mol": 220.36,
  "e_above_lowest_kcal_mol": 72.8,
  "largest_force_ev_per_a": 4.4,
  "lumo_energy_ev": -0.3328
}


[4]
{
  "formula": "C4H5NO2",
  "method": "wB97M-V/def2-TZVPD",
  "symbols": ["O", "C", "C", "C", "C", "N", "O", "H", "H", "H", "H", "H"],
  "xyz": [[1.625, 1.601, 1.267], [1.771, 0.585, 0.633], [0.600, -0.034, -0.059], [-0.726, 0.642, -0.332], [-1.333, -0.762, -0.151], [-0.003, -1.283, 0.356], [0.817, -1.090, -0.910], [2.750, 0.075, 0.527], [-0.799, 1.122, -1.306], [-0.973, 1.324, 0.485], [-2.165, -0.873, 0.556], [-1.563, -1.307, -1.065]],
  "nbo_charge": [-0.48, 0.41, 0.21, -0.44, -0.26, -0.09, -0.37, 0.14, 0.22, 0.24, 0.21, 0.22],
  "total_energy_ha": -360.52333,
  "orbital_gap_ev": 10.78,
  "e_homo_ev": -10.4269,
  "mol_weight_g_mol": 99.09,
  "e_above_lowest_kcal_mol": 91.7,
  "largest_force_ev_per_a": 0.7,
  "lumo_energy_ev": 0.3496
}


[5]
{
  "formula": "C32H53FN4O3PS4",
  "method": "wB97M-V/def2-TZVPD",
  "symbols": ["C", "C", "O", "C", "C", "C", "C", "C", "C", "N", "C", "C", "C", "N", "O", "C", "C", "C", "F", "N", "C", "C", "C", "S", "C", "S", "N", "C", "C", "C", "C", "C", "C", "C", "C", "C", "C", "C", "C", "P", "S", "H", "H", "H", "H", "H", "H", "H", "H", "H", "H", "H", "H", "H", "H", "H", "H", "H", "H", "H", "H", "H", "H", "H", "H", "H", "H", "H", "H", "H", "H", "H", "H", "H", "H", "H", "H", "H", "H", "H", "H", "H", "H", "H", "H", "H", "H", "H", "C", "S", "O", "C", "H", "H", "H", "H", "H", "H"],
  "xyz": [[-5.150, 0.353, 3.494], [-4.006, -0.388, 2.775], [-4.466, -1.682, 2.364], [-3.507, 0.370, 1.536], [-1.958, 0.510, 1.411], [-1.474, -0.952, 1.407], [-0.024, -1.384, 1.124], [0.295, -2.672, 1.894], [-0.556, -3.857, 1.355], [0.172, -5.098, 1.130], [-1.512, 1.278, 2.708], [-0.433, 0.641, 3.565], [-0.198, 1.453, 4.838], [0.895, 0.776, 5.582], [-1.053, 2.607, 2.426], [-2.052, 3.264, 1.714], [-2.071, 2.797, 0.264], [-3.378, 3.268, -0.365], [-1.092, 3.520, -0.378], [-1.718, 1.310, 0.122], [-2.449, 0.796, -1.105], [-2.067, -0.616, -1.597], [-1.462, -0.650, -3.029], [-0.078, -1.827, -3.038], [1.328, -0.886, -3.496], [1.348, 0.696, -3.856], [2.566, -1.594, -3.473], [2.967, -1.832, -2.098], [2.429, -2.846, -1.307], [2.855, -3.017, 0.003], [3.824, -2.176, 0.556], [4.339, -1.152, -0.228], [3.918, -0.985, -1.545], [2.644, -2.726, -4.357], [1.872, -2.798, -5.515], [1.959, -3.887, -6.371], [2.826, -4.935, -6.098], [3.628, -4.844, -4.965], [3.543, -3.759, -4.108], [0.099, 1.306, -0.462], [1.497, 1.889, 0.706], [-5.915, -0.359, 3.770], [-4.769, 0.772, 4.424], [-5.545, 1.186, 2.923], [-3.236, -0.544, 3.525], [-4.060, -2.343, 2.926], [-3.901, -0.216, 0.712], [-3.974, 1.345, 1.562], [-1.701, -1.375, 2.373], [-2.117, -1.509, 0.731], [0.173, -1.630, 0.081], [0.727, -0.650, 1.402], [0.114, -2.530, 2.955], [1.326, -2.938, 1.687], [-0.968, -3.558, 0.393], [-1.421, -4.024, 1.996], [0.406, -5.207, 0.158], [0.996, -5.183, 1.704], [-2.372, 1.452, 3.356], [0.502, 0.667, 3.013], [-0.672, -0.362, 3.898], [-1.108, 1.410, 5.433], [0.099, 2.469, 4.603], [1.702, 0.802, 4.964], [1.168, 1.404, 6.331], [-3.035, 3.189, 2.182], [-1.808, 4.320, 1.672], [-4.217, 2.597, -0.236], [-3.238, 3.428, -1.429], [-3.631, 4.228, 0.067], [-2.202, 1.485, -1.904], [-3.523, 0.817, -1.014], [-2.953, -1.240, -1.631], [-1.365, -1.134, -0.962], [-1.046, 0.303, -3.343], [-2.178, -1.015, -3.751], [1.697, -3.531, -1.707], [2.440, -3.815, 0.596], [4.151, -2.342, 1.568], [5.075, -0.494, 0.202], [4.348, -0.175, -2.113], [1.195, -1.997, -5.767], [1.326, -3.900, -7.242], [2.876, -5.786, -6.752], [4.318, -5.645, -4.751], [4.191, -3.728, -3.248], [0.044, 1.939, -1.708], [0.366, -0.013, -0.832], [1.595, 5.652, -0.374], [3.389, 5.535, -0.386], [3.842, 5.734, 1.012], [3.665, 7.082, -1.258], [1.214, 4.792, 0.172], [1.294, 6.574, 0.125], [1.224, 5.634, -1.400], [3.217, 7.902, -0.698], [3.231, 7.018, -2.256], [4.739, 7.233, -1.337]],
  "mulliken_charge": [-1.59, -0.13, -0.63, -1.59, 1.40, -2.59, -0.06, -0.73, -0.82, -0.64, -0.78, -0.60, -0.85, -0.60, -0.44, -1.44, 1.53, -1.74, -0.41, 1.69, -1.79, 0.11, -1.23, 0.06, 0.12, -0.18, 0.18, -1.04, 0.56, -1.47, -0.50, -0.77, -0.23, 1.00, -0.35, -0.78, -0.51, -0.78, -0.48, 0.98, -0.26, 0.46, 0.33, 0.31, 0.51, 0.38, 0.49, 0.35, 1.65, 0.98, 0.26, -0.29, 0.51, 0.32, 0.19, 0.29, 0.28, 0.32, 0.53, 0.43, 0.02, 0.33, 0.40, 0.24, 0.30, 0.40, 0.64, 0.33, 0.47, 0.46, 1.12, 0.53, 0.72, -0.75, 0.47, 0.50, 0.67, 1.04, 0.48, 0.45, 0.57, 0.42, 0.40, 0.42, 0.39, 0.42, 0.22, -0.58, -0.60, 0.58, -0.64, -0.94, -0.18, 0.44, 0.36, 0.29, 0.32, 0.35],
  "charge": 1,
  "total_energy_ha": -3729.48404,
  "orbital_gap_ev": 7.36,
  "e_homo_ev": -10.4325,
  "mol_weight_g_mol": 720.04,
  "largest_force_ev_per_a": 2.3,
  "lumo_energy_ev": -3.0723
}


[6]
{
  "formula": "C20H43EuO2P3",
  "method": "wB97M-V/def2-TZVPD",
  "symbols": ["Eu", "P", "P", "P", "H", "C", "C", "H", "C", "C", "C", "C", "C", "C", "C", "C", "C", "H", "H", "H", "H", "H", "H", "H", "H", "H", "H", "H", "H", "H", "H", "H", "H", "H", "H", "H", "H", "H", "H", "H", "H", "H", "H", "H", "H", "H", "C", "C", "C", "C", "C", "C", "O", "H", "H", "H", "H", "H", "H", "C", "C", "C", "O", "H", "H", "H", "H", "H", "H"],
  "xyz": [[-0.940, -0.807, 1.292], [-1.090, 2.010, 1.153], [-3.063, -0.688, -1.098], [1.969, -0.895, 1.550], [-0.205, -1.638, -2.757], [0.500, -2.154, -2.090], [0.196, -3.321, -1.497], [-0.777, -3.827, -1.651], [-0.376, 3.056, -0.171], [-2.836, 2.547, 1.362], [-0.236, 2.507, 2.710], [-3.373, -2.180, -2.124], [-4.736, -0.493, -0.345], [-3.170, 0.574, -2.432], [2.949, -2.378, 1.118], [2.283, -0.730, 3.357], [3.016, 0.439, 0.858], [1.442, -1.624, -1.881], [0.878, -3.819, -0.780], [-0.518, 4.141, -0.040], [-0.842, 2.769, -1.128], [0.706, 2.870, -0.273], [-2.950, 3.596, 1.664], [-3.318, 1.923, 2.130], [-3.399, 2.396, 0.429], [-0.386, 3.558, 2.991], [0.848, 2.326, 2.637], [-0.602, 1.885, 3.544], [-4.135, -1.972, -2.890], [-3.725, -3.003, -1.488], [-2.439, -2.482, -2.616], [-5.466, -0.232, -1.127], [-4.703, 0.310, 0.408], [-5.044, -1.431, 0.140], [-4.060, 0.405, -3.056], [-2.275, 0.502, -3.066], [-3.218, 1.581, -1.998], [4.017, -2.223, 1.312], [2.794, -2.616, 0.057], [2.595, -3.228, 1.714], [3.357, -0.625, 3.556], [1.899, -1.626, 3.867], [1.748, 0.152, 3.742], [4.059, 0.331, 1.189], [2.641, 1.427, 1.154], [2.972, 0.373, -0.237], [3.838, 3.563, -1.524], [4.248, 4.592, -2.414], [5.049, 4.211, -3.508], [5.491, 2.881, -3.662], [5.263, 1.968, -2.622], [4.554, 2.357, -1.485], [2.650, 3.534, -0.788], [2.216, 4.408, -0.728], [3.959, 5.646, -2.282], [5.331, 4.941, -4.283], [6.029, 2.562, -4.573], [5.626, 0.940, -2.699], [4.475, 1.700, -0.618], [-2.102, -4.813, 2.495], [-2.883, -3.642, 2.027], [-4.375, -3.676, 2.009], [-2.338, -2.573, 1.651], [-2.767, -5.546, 2.953], [-1.362, -4.463, 3.216], [-1.557, -5.269, 1.661], [-4.773, -2.683, 2.287], [-4.781, -3.894, 1.000], [-4.777, -4.431, 2.699]],
  "nbo_charge": [1.45, 0.69, 0.73, 0.70, 0.21, -0.41, -0.39, 0.22, -0.94, -0.93, -0.94, -0.92, -0.93, -0.92, -0.92, -0.93, -0.94, 0.19, 0.21, 0.25, 0.26, 0.24, 0.27, 0.25, 0.25, 0.27, 0.24, 0.24, 0.26, 0.24, 0.24, 0.26, 0.23, 0.24, 0.25, 0.24, 0.23, 0.26, 0.24, 0.26, 0.26, 0.25, 0.24, 0.25, 0.24, 0.23, 0.48, -0.23, -0.15, 0.01, -0.19, -0.19, -0.60, 0.52, 0.28, 0.28, 0.27, 0.26, 0.26, -0.74, 0.72, -0.74, -0.75, 0.27, 0.26, 0.28, 0.26, 0.28, 0.26],
  "charge": 3,
  "total_energy_ha": -2671.67559,
  "orbital_gap_ev": [7.84, 2.87],
  "e_homo_ev": [-15.8340, -14.5659],
  "mol_weight_g_mol": 560.45,
  "e_above_lowest_kcal_mol": 0.0,
  "largest_force_ev_per_a": 3.3,
  "multiplicity": 7,
  "lumo_energy_ev": [-7.9919, -11.6954],
  "s_squared": 12.03
}